21
Properties=species:S:1:pos:R:3:lowdin_charge:R:1 method="wB97M-V/def2-TZVPD" homo_energy_ev="-14.72 / -14.06" largest_force_ev_per_a=1.9 total_charge=+1 multiplicity=2
O 0.145 0.009 -0.332 -0.01
H 1.082 -0.179 -0.389 0.06
H -0.207 -0.693 0.215 0.01
O -1.525 -1.981 0.499 -0.05
H -2.251 -1.363 0.416 0.06
H -1.863 -2.675 1.065 0.09
O -1.309 1.959 -1.586 0.25
H -0.991 1.230 -1.053 0.03
H -1.062 2.742 -1.094 0.10
O 2.810 0.895 -2.666 0.06
H 2.457 0.012 -2.555 0.05
H 3.621 0.768 -3.159 0.07
O 1.978 2.894 0.807 0.11
H 2.249 1.994 0.990 0.07
H 1.026 2.844 0.719 0.05
O 0.493 -3.634 0.260 -0.01
H 0.091 -2.771 0.361 -0.02
H 0.311 -4.081 1.087 0.05
O -2.174 0.347 2.250 -0.03
H -2.139 0.771 1.392 0.01
H -2.743 0.913 2.773 0.05